Below is a cluster of 15 separate species, C60H128O29 in total in a non-equilibrium geometry, with properties calculated with ωB97M-V with the def2-TZVPD basis set.

Values from the calculation:
M ... 1313.7 g/mol
E_tot ... -4544.57824 Eh
LUMO level ... 0.53 eV
Orbital gap ... 0.3535 Ha
Max |F| ... 0.1041 Eh/bohr
HOMO energy ... -9.1 eV
Total charge ... 0
Multiplicity ... 1

Last column: Mulliken charge in e.
Element x y z (Å)
C 30.4476 12.6228 19.8902  -0.553
C 29.6110 13.4596 20.7463  -0.568
O 28.1953 13.4120 20.3404  -0.269
C 27.9154 14.2555 19.3130  0.612
O 28.7628 14.8825 18.6943  -0.577
O 26.6438 14.2071 19.0356  -0.020
C 26.0865 15.1072 17.9843  -0.248
H 29.9638 11.6063 19.8502  0.117
H 31.4156 12.5042 20.3865  0.492
H 30.4936 13.0033 18.8584  0.079
H 29.8109 14.5713 20.8676  0.329
H 29.5044 13.0239 21.7210  0.278
H 25.9053 14.5498 17.0758  -0.269
H 26.9288 15.8230 17.7661  0.216
H 25.1850 15.5417 18.3565  0.242
C 27.5716 9.3944 21.4385  -1.488
C 27.0532 9.8300 20.0360  0.521
O 25.6903 9.6022 20.2212  -0.362
C 24.7419 10.2921 19.5670  0.251
O 23.5549 10.2964 19.8489  -0.535
O 25.3618 10.9295 18.5536  0.245
C 24.3743 11.7636 17.9100  0.852
H 28.5920 9.6518 21.6187  0.369
H 27.4432 8.2866 21.4824  0.370
H 26.8564 9.7132 22.1474  0.391
H 27.4911 9.1496 19.2448  0.096
H 27.1631 10.8755 19.7991  -0.005
H 24.0030 12.4435 18.6662  -0.623
H 23.5244 11.1896 17.5754  0.032
H 24.7317 12.2389 17.0107  -0.115
C 31.4592 13.8562 12.3050  -1.153
C 32.2650 13.6940 13.5910  -0.058
O 31.7307 12.5928 14.3336  -0.106
C 32.4431 12.2719 15.3540  0.600
O 33.5840 12.7400 15.6579  -0.659
O 31.7886 11.4248 16.1580  -0.027
C 32.6268 10.7709 17.1704  -0.897
H 31.9731 14.5916 11.6986  0.451
H 30.4784 14.1993 12.5488  0.145
H 31.2865 12.8941 11.8263  0.309
H 32.2222 14.6670 14.1573  0.077
H 33.2758 13.4892 13.2857  0.429
H 31.9738 10.2380 17.8620  0.236
H 33.1454 11.5449 17.6801  0.376
H 33.2766 9.9612 16.8152  0.308
C 20.2170 11.3062 18.4931  1.357
C 20.2009 10.4039 17.3260  0.119
O 21.2067 9.8629 16.8667  -0.468
C 18.8791 10.2824 16.5886  -0.595
H 21.2455 11.3159 18.8806  -0.859
H 19.4432 10.9998 19.2475  0.753
H 19.9584 12.2918 18.1648  -0.719
H 18.1394 10.0201 17.4036  0.364
H 18.8656 9.5744 15.7722  0.327
H 18.5857 11.2339 16.1880  -0.270
C 21.0492 15.2945 11.5650  -0.922
C 21.1803 16.1518 12.7682  0.638
O 20.2353 16.3575 13.5282  -0.647
C 22.5135 16.7987 13.1521  -0.363
H 19.9930 15.2625 11.2911  0.397
H 21.3312 14.2780 11.7385  -0.124
H 21.5961 15.7651 10.7408  0.502
H 23.1404 17.0248 12.2857  0.537
H 23.0817 16.0271 13.7776  -0.304
H 22.2576 17.7390 13.7058  0.242
C 25.5723 20.0521 13.1216  -1.337
C 25.6812 19.7099 14.6314  0.602
O 25.3187 20.5108 15.4601  -0.562
C 26.4671 18.4370 14.9400  -0.587
H 26.2327 20.8656 12.8989  0.391
H 24.6392 20.5841 12.9283  0.358
H 25.7100 19.1864 12.4782  0.330
H 27.1529 18.2260 14.1090  0.491
H 25.8355 17.5244 14.9785  0.026
H 26.9447 18.4784 15.8972  0.322
C 27.2217 13.9415 8.6278  -1.628
C 27.4940 13.8122 10.0799  1.101
O 27.6698 14.7214 10.8720  -0.543
C 27.4920 12.3763 10.7016  -0.559
H 26.6579 13.1112 8.2912  0.370
H 28.1608 13.9044 8.1879  0.480
H 26.7558 14.8751 8.3627  0.323
H 27.7222 11.6525 9.9607  0.611
H 26.5023 12.1466 11.0700  0.019
H 28.2335 12.2766 11.4951  -0.036
C 30.2802 17.5527 17.1098  -0.618
C 31.4612 16.8056 16.5423  0.876
O 31.5567 16.5378 15.3590  -0.602
C 32.4082 16.2022 17.5008  -1.053
H 29.7034 16.8943 17.7987  0.059
H 29.6785 17.8758 16.2257  0.046
H 30.7245 18.4206 17.6292  0.514
H 31.8397 15.6628 18.2979  0.069
H 32.9226 16.9795 18.0294  0.417
H 33.1261 15.5784 17.0081  0.318
C 25.9773 7.6628 14.7285  -1.053
C 24.6601 8.4959 14.5511  0.699
O 24.6202 9.4975 13.8555  -0.417
C 23.4897 8.0433 15.3640  -0.821
H 25.7792 6.5908 14.7994  0.529
H 26.4196 7.9984 15.7337  0.077
H 26.6095 7.7959 13.8887  0.299
H 23.3849 8.7019 16.2339  0.004
H 23.4683 6.9842 15.6487  0.478
H 22.5810 8.2803 14.7769  0.235
C 23.0033 18.2576 16.9666  0.024
C 23.6052 18.6435 18.2784  1.067
O 24.1753 17.8885 19.0496  -0.545
C 23.3863 20.0527 18.6611  -1.513
H 21.9096 18.3388 17.0463  0.179
H 23.2018 17.2617 16.6262  -0.561
H 23.2792 18.9929 16.1877  0.334
H 23.7522 20.6284 17.8210  0.378
H 23.8452 20.2665 19.6400  0.334
H 22.3340 20.2737 18.7818  0.296
C 29.8091 9.3758 14.3005  -1.373
C 28.8826 10.5377 14.4507  0.834
O 28.5522 11.1323 13.4817  -0.460
C 28.4014 10.8868 15.8199  -0.300
H 30.0435 9.2495 13.2441  0.297
H 29.2776 8.5281 14.7592  0.376
H 30.6830 9.4994 14.9422  0.113
H 27.3540 10.6704 15.8971  0.260
H 28.5765 11.9450 16.0213  -0.251
H 28.8693 10.2561 16.5956  0.388
C 27.9240 14.6292 15.0348  -0.878
O 26.6668 13.9721 14.9576  1.301
C 25.9902 14.0373 13.7114  -0.804
C 24.7571 13.1281 13.5944  0.125
O 23.7589 13.6992 14.3769  1.276
C 22.6151 12.8502 14.5519  0.160
C 21.6867 13.5536 15.5259  -0.134
O 22.4001 13.4634 16.7713  0.525
C 21.8899 14.4750 17.6360  0.986
H 28.6965 14.0218 14.5063  -0.044
H 28.1372 14.7783 16.0810  0.098
H 27.9329 15.6032 14.5494  0.050
H 26.6147 13.7417 12.8902  -0.019
H 25.5441 15.0385 13.4568  -0.065
H 24.9957 12.1347 13.9358  0.026
H 24.5066 13.0690 12.5559  -0.620
H 22.9358 11.8786 15.0003  -0.121
H 22.1734 12.6438 13.5958  -0.708
H 20.7035 13.0397 15.5350  -0.389
H 21.5096 14.6071 15.2888  0.192
H 22.0383 15.4925 17.1903  -0.145
H 22.3234 14.3861 18.5944  -0.365
H 20.7737 14.3802 17.8401  -0.529
C 19.3915 17.9057 18.6086  -0.983
O 20.4090 17.0845 19.1350  0.221
C 20.4522 17.0100 20.5536  -1.046
C 21.3047 15.8122 20.9497  0.081
O 20.5026 14.6630 20.8532  -0.006
C 20.7971 13.5308 21.5934  -1.302
C 22.1074 12.8640 21.2680  0.950
O 23.0740 13.7774 21.6422  -0.385
C 24.4155 13.3271 21.6484  -0.382
H 19.2320 17.6499 17.5613  0.171
H 19.6717 18.9304 18.6591  0.278
H 18.5121 17.7389 19.2137  0.344
H 19.4692 16.8255 21.0162  0.299
H 20.7909 17.9167 21.0521  0.380
H 21.6108 15.9782 22.0120  0.395
H 22.2074 15.6882 20.3992  0.013
H 19.9847 12.8335 21.3197  0.389
H 20.7776 13.7547 22.6659  0.293
H 22.1821 12.5574 20.2042  -0.721
H 22.1715 11.8874 21.8141  0.514
H 24.5117 12.6092 22.4759  0.330
H 25.0518 14.1589 21.7337  0.344
H 24.5789 12.8047 20.7117  -0.166
C 18.4768 15.2310 15.8644  -0.572
O 18.0196 13.8322 15.9374  0.638
C 16.8945 13.6759 16.7229  -1.228
C 16.9790 13.7900 18.3110  -0.045
O 15.6637 13.6775 18.7525  -0.389
C 15.6743 14.0452 20.1748  -0.360
C 14.2214 14.3532 20.6075  -0.683
O 13.8322 15.6456 20.1223  -0.384
C 13.2768 15.5701 18.8320  -0.503
H 19.3314 15.2901 16.5563  -0.301
H 17.8390 16.0660 16.1915  0.468
H 18.7855 15.3490 14.8364  0.275
H 16.5626 12.6496 16.5548  0.331
H 16.0072 14.2327 16.4297  0.367
H 17.4283 14.7606 18.4496  0.170
H 17.6238 12.9949 18.7193  0.152
H 16.3650 14.8388 20.3743  0.335
H 16.1230 13.1924 20.7404  0.363
H 14.3102 14.3690 21.6806  0.403
H 13.5850 13.5875 20.1219  0.335
H 13.3808 16.5353 18.3196  0.284
H 12.2540 15.2143 18.8431  0.302
H 13.8759 14.9035 18.1706  0.125
C 23.3340 13.2756 9.4504  -0.988
O 23.2043 12.6524 10.7054  0.434
C 22.6897 11.3304 10.7087  -0.512
C 21.2183 11.2356 10.6369  -0.972
O 20.6233 12.0329 11.6110  0.220
C 19.2265 12.1037 11.3315  -1.177
C 18.5587 12.4126 12.6696  0.606
O 17.1801 12.2139 12.4863  -0.483
C 16.3500 12.4898 13.5803  -0.421
H 22.3756 13.3859 8.9101  0.255
H 24.1090 12.7336 8.8352  0.215
H 23.8584 14.2189 9.6114  0.275
H 22.9586 10.8718 11.6357  0.013
H 23.1557 10.7542 9.8546  0.443
H 20.8171 10.1864 10.8291  0.411
H 20.8519 11.5278 9.6134  0.389
H 18.8469 11.1788 10.8762  0.512
H 19.0706 12.9467 10.6290  0.296
H 18.8627 13.3700 13.1126  -0.132
H 18.9427 11.6099 13.3356  -0.020
H 16.2973 13.5631 13.7533  0.232
H 16.6669 11.9546 14.5379  0.019
H 15.3545 12.1480 13.3794  0.411


Below is a cluster of 37 separate species, ClH72O40 in total in a non-equilibrium geometry, with properties calculated with ωB97M-V with the def2-TZVPD basis set.

Values from the calculation:
M ... 748.0 g/mol
E_tot ... -3513.04008 Eh
LUMO level ... 1.69 eV
Orbital gap ... 0.3805 Ha
Max |F| ... 0.0576 Eh/bohr
HOMO energy ... -8.7 eV
Total charge ... -1
Multiplicity ... 1

Last column: Mulliken charge in e.
Element x y z (Å)
Cl 0.4990 0.9547 0.0698  0.869
O -0.2546 -0.2199 -0.1297  -0.246
O 0.5777 1.2474 1.5037  -0.421
O 1.8288 0.7445 -0.3679  -0.442
O -0.1642 2.0266 -0.6045  0.347
O -4.1991 0.2354 3.9449  -0.618
H -3.2947 0.6157 3.9592  0.306
H -4.7451 0.9428 3.5299  0.305
O 2.2967 4.7064 0.2270  -0.776
H 1.9303 4.1397 0.9119  0.410
H 2.2312 4.1672 -0.5743  0.435
O -1.0080 4.1510 -3.4066  -0.619
H -1.6507 4.7724 -3.8549  0.297
H -0.7851 4.6468 -2.5796  0.354
O 0.9496 -3.7697 -2.2888  -0.693
H 1.8688 -4.0829 -2.1432  0.407
H 1.1561 -2.8902 -2.6181  0.316
O 1.0937 4.6099 2.7463  -0.615
H 1.6062 5.3290 3.1157  0.242
H 1.1941 3.8151 3.3081  0.414
O -0.2666 -0.6505 6.7054  -0.721
H -0.9908 -1.0641 7.2022  0.325
H -0.0051 -1.5116 6.1932  0.413
O -1.4676 -0.7936 -7.4465  -0.724
H -2.3394 -1.0564 -7.8173  0.315
H -1.2556 -1.5826 -6.9355  0.390
O -3.3625 -3.4793 -0.7865  -0.674
H -2.4439 -3.6961 -0.6730  0.318
H -3.6350 -3.1427 0.0636  0.314
O 5.6679 2.3220 -3.3713  -0.592
H 6.1196 2.4552 -4.1923  0.281
H 4.8664 2.8200 -3.5000  0.311
O 3.2104 0.6351 2.5400  -0.758
H 2.5077 0.6003 1.9095  0.297
H 3.8234 1.3290 2.2634  0.271
O -0.6915 0.6235 -3.1965  -0.015
H -0.9712 1.0974 -3.9980  0.282
H -0.5943 1.2183 -2.4402  -0.120
O -5.5452 -0.2744 1.2919  -0.718
H -5.5308 -0.3658 0.3180  0.294
H -5.1133 -1.0930 1.6626  0.364
O 3.4136 -5.0104 -1.4831  -0.722
H 3.9483 -4.3608 -1.0739  0.342
H 2.8883 -5.4088 -0.8154  0.308
O -0.3750 -3.4850 0.1227  -0.907
H -0.3374 -2.5126 0.0383  0.228
H 0.0313 -3.7729 -0.7107  0.437
O -4.6482 2.4683 1.4787  -0.623
H -4.7690 1.4909 1.3599  0.394
H -3.7811 2.5891 1.9208  0.291
O -3.7380 -2.5943 2.0265  -0.729
H -3.6246 -3.4195 2.4792  0.301
H -3.0030 -2.0471 2.3858  0.414
O -1.5515 -1.0293 2.4969  -0.299
H -1.7762 -0.6045 1.6583  0.126
H -1.2972 -0.3083 3.1308  0.151
O -3.4325 3.1317 -1.7422  -0.715
H -3.8362 3.2431 -0.8525  0.376
H -2.5126 3.4069 -1.7433  0.275
O 0.8469 -3.0476 2.4826  -0.726
H 0.7176 -3.4626 1.5721  0.305
H 0.0860 -2.4391 2.5813  0.321
O -1.6302 3.9423 1.3869  -0.759
H -1.1970 3.0692 1.2474  0.218
H -1.0410 4.3513 2.0536  0.272
O 1.5248 2.3114 4.3226  -0.658
H 2.0324 1.6651 3.7771  0.412
H 2.0152 2.5632 5.1073  0.215
O 4.6568 2.7557 1.3446  -0.663
H 4.8282 2.9231 0.3913  0.299
H 4.5927 3.6526 1.7373  0.278
O 3.8633 -2.6182 5.4950  -0.649
H 3.7594 -2.6118 4.5556  0.496
H 4.4903 -3.3408 5.6695  0.299
O 3.6336 0.3892 -2.3867  -0.550
H 2.9072 -0.1943 -2.6856  0.291
H 4.3394 0.3691 -3.0243  0.272
O -5.0593 -5.1782 -2.2359  -0.628
H -4.4871 -5.8971 -2.4536  0.296
H -4.4377 -4.6268 -1.7491  0.458
O -1.0688 1.4143 -5.7185  -0.673
H -0.1401 1.6626 -5.8729  0.308
H -1.2881 0.6949 -6.3344  0.353
O -1.4815 -3.2241 -5.8552  -0.700
H -0.5569 -3.5229 -5.6457  0.276
H -1.8912 -2.7818 -5.0607  0.489
O -0.3411 5.1733 -1.0060  -0.779
H -0.9591 4.8641 -0.3182  0.373
H 0.5022 5.1423 -0.5578  0.315
O 3.5281 -2.0608 2.8955  -0.866
H 3.4965 -1.0958 3.1176  0.469
H 2.5798 -2.2673 2.7781  0.411
O -1.0396 0.8709 4.5046  -0.642
H -0.4413 1.5415 4.1981  0.217
H -0.6329 0.4787 5.2988  0.359
O 2.2524 3.1431 -2.3822  -0.767
H 1.3140 3.2578 -2.5569  0.328
H 2.3197 2.2021 -2.1457  0.275
O 1.4358 -1.1473 -3.5089  -0.691
H 0.6021 -0.6352 -3.4661  0.381
H 1.8174 -0.9639 -4.3923  0.241
O 0.8005 -3.2228 5.4666  -0.738
H 1.6474 -2.7889 5.5870  0.350
H 0.5584 -3.2562 4.5291  0.352
O -3.4978 0.1134 -1.2454  -0.478
H -3.4393 0.8410 -1.8736  0.289
H -2.5701 0.0119 -1.0646  0.104
O 4.2382 -2.1485 -0.3138  -0.648
H 3.6520 -1.4774 -0.6560  0.325
H 4.1852 -2.1243 0.6556  0.322
O -2.2546 -2.0937 -3.5019  -0.686
H -2.9330 -2.0371 -2.7364  0.298
H -1.5484 -1.4487 -3.2250  0.262


Below is a structure of composition C4H5IO3S in a non-equilibrium geometry, with properties calculated with ωB97M-V with the def2-TZVPD basis set.

Values from the calculation:
M ... 260.1 g/mol
E_tot ... -1076.80908 Eh
LUMO level (alpha / beta) ... -2.50 / -2.50 eV
Orbital gap (alpha / beta) ... 0.2483 / 0.2484 Ha
Max |F| ... 0.1021 Eh/bohr
HOMO energy (alpha / beta) ... -9.3 / -9.3 eV
Total charge ... 0
Multiplicity ... 1

Last column: Mulliken charge in e.
Element x y z (Å)
C 0.1110 -2.8731 2.9099  0.244
C 0.6322 -1.8315 2.8335  -0.404
C -0.5567 0.9669 -1.7465  -0.981
C 1.4312 -0.7324 2.6299  -0.707
O 1.9003 1.9382 -1.2038  -0.651
O 0.0824 3.5777 -1.4843  -0.553
O 0.0715 2.0008 0.3884  -0.685
S 0.5051 2.2797 -1.0861  1.178
I 1.6912 0.3566 0.9571  0.670
H -0.4239 -3.7778 3.1684  0.417
H -0.1661 0.0122 -1.4706  0.274
H -1.4147 1.1187 -1.1761  0.341
H -0.8330 0.9906 -2.7076  0.444
H 1.9522 -0.2460 3.4047  0.413